1.
DFT (ωB97M-V with the def2-TZVPD basis set) results for C19H28AuGeN2O2S2Si as an isolated structure.

Properties
orbital gap = 7.2382 eV
HOMO level = -4.89 eV
net charge = -1
LUMO level = 0.0864 hartree
ΔE to the lowest compared entry with this formula, charge and spin = 0.0 kJ/mol
energy = -116990.8805 eV

Element x y z (Å)
Au (-0.455, 0.260, -0.133)
Ge (-0.543, -2.625, 2.376)
S (2.612, -1.652, -1.654)
S (4.439, -1.962, 0.680)
Si (-0.956, 0.770, -5.054)
O (-0.289, 0.122, 1.935)
O (-1.219, 1.318, 3.861)
N (1.824, -1.159, 0.775)
N (2.941, -1.053, 2.796)
C (5.136, -2.257, -0.973)
C (1.834, -0.987, 2.171)
C (0.317, -0.524, 4.167)
C (-0.694, 0.465, -2.055)
C (2.824, -1.530, 0.101)
C (0.980, -1.307, 5.114)
C (0.133, -3.603, 0.814)
C (-0.491, 0.525, 4.660)
C (-2.426, -2.167, 2.137)
C (-0.467, -3.874, 3.899)
C (0.395, -0.849, 2.676)
C (-2.741, 0.520, -5.589)
C (-0.567, 0.761, 6.036)
C (-0.404, 2.477, -5.616)
C (0.131, -0.017, 6.939)
C (-0.795, 0.602, -3.266)
C (4.038, -2.731, -1.901)
C (0.110, -0.512, -5.926)
C (0.912, -1.067, 6.478)
H (3.758, -3.763, -1.680)
H (-3.084, -0.482, -5.322)
H (-2.749, -1.541, 2.971)
H (0.542, -4.197, 4.154)
H (5.573, -1.328, -1.341)
H (1.168, -3.917, 0.957)
H (-3.392, 1.238, -5.086)
H (-0.985, 3.250, -5.110)
H (-1.196, 1.580, 6.363)
H (0.036, -0.429, -7.014)
H (0.647, 2.638, -5.371)
H (5.926, -3.002, -0.870)
H (-0.487, -4.492, 0.671)
H (1.451, -1.704, 7.167)
H (2.812, -0.820, 3.778)
H (-1.005, 0.981, 2.926)
H (-2.858, 0.648, -6.669)
H (0.058, 0.189, 8.000)
H (-3.028, -3.078, 2.122)
H (-1.050, -4.760, 3.635)
H (1.157, -0.388, -5.642)
H (-0.529, 2.603, -6.695)
H (1.547, -2.168, 4.778)
H (0.073, -2.981, -0.079)
H (-0.195, -1.520, -5.636)
H (-0.913, -3.411, 4.780)
H (-2.585, -1.611, 1.215)
H (4.336, -2.660, -2.947)

2.
DFT (ωB97M-V with the def2-TZVPD basis set) results for CH4INS as an isolated structure in a non-equilibrium geometry.

Properties
orbital gap = 8.4433 eV
HOMO level = -8.96 eV
net charge = 0
LUMO level = -0.0189 hartree
ΔE to the lowest compared entry with this formula, charge and spin = 299.7 kJ/mol
energy = -21524.2677 eV

Element x y z (Å)
I (1.935, 0.032, -0.010)
S (-0.367, 2.280, -0.061)
N (-1.545, 1.502, 0.143)
C (0.192, -1.315, 0.320)
H (0.015, -1.802, 1.244)
H (0.339, -2.153, -0.346)
H (-0.770, -0.883, 0.176)
H (0.202, 2.339, -1.467)

3.
DFT (ωB97M-V with the def2-TZVPD basis set) results for C2HLiO3Rb as an isolated structure in a non-equilibrium geometry.

Properties
orbital gap = 6.7849 eV
HOMO level = -10.17 eV
net charge = +1
LUMO level = -0.1244 hartree
ΔE to the lowest compared entry with this formula, charge and spin = 176.7 kJ/mol
energy = -9087.4728 eV

Element x y z (Å)
Rb (-0.226, -2.945, 0.929)
O (1.526, 0.862, -0.175)
O (-1.489, 1.456, -0.245)
O (-2.156, -0.729, 0.140)
C (1.380, -0.372, -0.022)
C (-1.795, 0.342, -0.118)
Li (0.400, 2.291, -0.255)
H (2.360, -0.906, -0.254)

4.
DFT (ωB97M-V with the def2-TZVPD basis set) results for a 2-piece molecular cluster, C7H14ClNO3Si overall in a non-equilibrium geometry.

Properties
orbital gap (spin up / spin down) = 7.3103 / 7.3108 eV
HOMO level (spin up / spin down) = -8.02 / -8.02 eV
net charge = 0
LUMO level (spin up / spin down) = -0.0261 / -0.0261 hartree
ΔE to the lowest compared entry with this formula, charge and spin = 728.3 kJ/mol
energy = -35513.9288 eV

Element x y z (Å)
Cl (2.114, -4.121, -0.587)
Si (-0.010, 0.866, 0.627)
O (0.543, 1.944, 1.659)
O (-2.333, -0.112, -0.503)
O (0.594, 1.599, -0.699)
N (0.833, 1.457, -1.999)
C (0.204, 0.569, -4.166)
C (-1.809, 0.258, 0.535)
C (0.438, 1.861, 3.060)
C (0.190, 0.620, -2.680)
C (1.036, -1.924, 0.853)
C (1.745, -2.346, -0.334)
C (-2.393, -0.027, 1.897)
H (1.023, 1.256, -4.460)
H (-0.140, 0.920, 3.319)
H (-0.690, 0.326, -2.086)
H (2.513, -1.608, -0.605)
H (-0.723, 1.025, -4.390)
H (1.354, 1.937, 3.473)
H (-3.341, -0.626, 1.663)
H (1.846, -1.794, 1.646)
H (-0.098, 2.671, 3.549)
H (1.128, -2.328, -1.257)
H (0.098, -2.363, 1.156)
H (0.289, -0.441, -4.695)
H (-1.599, -0.448, 2.654)
H (-2.812, 0.827, 2.370)

5.
DFT (ωB97M-V with the def2-TZVPD basis set) results for a 2-piece molecular cluster, C2H7N2O overall in a non-equilibrium geometry.

Properties
orbital gap (spin up / spin down) = 5.2673 / 6.3694 eV
HOMO level (spin up / spin down) = -1.12 / -2.75 eV
2S+1 = 3
net charge = -1
LUMO level (spin up / spin down) = 0.1524 / 0.1331 hartree
ΔE to the lowest compared entry with this formula, charge and spin = 9.9 kJ/mol
energy = -7209.5128 eV

Element x y z (Å)
O (-0.037, -1.438, -2.522)
N (-1.462, 0.508, 0.221)
N (-0.126, 0.399, 0.305)
C (0.815, 0.356, -0.631)
C (0.287, 0.231, 1.766)
H (1.795, -0.015, -0.350)
H (-1.836, 0.800, -0.699)
H (-0.635, 0.488, 2.409)
H (0.569, -0.869, 1.795)
H (0.569, -0.207, -1.704)
H (1.104, 0.903, 1.983)
H (-1.042, -1.156, -2.574)

6.
DFT (ωB97M-V with the def2-TZVPD basis set) results for a 2-piece molecular cluster, C5H7BrS overall in a non-equilibrium geometry.

Properties
orbital gap (spin up / spin down) = 5.6280 / 5.6166 eV
HOMO level (spin up / spin down) = -7.78 / -7.77 eV
net charge = 0
LUMO level (spin up / spin down) = -0.0789 / -0.0791 hartree
ΔE to the lowest compared entry with this formula, charge and spin = 570.6 kJ/mol
energy = -86169.1887 eV

Element x y z (Å)
Br (5.286, -0.807, -0.002)
S (3.779, 2.714, 0.249)
C (1.247, 0.391, -0.193)
C (2.387, -0.500, -0.199)
C (3.661, -0.021, -0.081)
C (-1.152, 0.401, 0.426)
C (-0.096, -0.071, -0.648)
H (-0.626, 0.151, 1.388)
H (1.515, 1.360, 0.057)
H (-1.152, 1.468, 0.316)
H (-2.085, -0.202, 0.174)
H (2.255, -1.560, -0.398)
H (-0.331, -1.180, -0.759)
H (-0.221, 0.273, -1.811)

7.
DFT (ωB97M-V with the def2-TZVPD basis set) results for C23H41HgN3NbO2 as an isolated structure in a non-equilibrium geometry.

Properties
orbital gap (spin up / spin down) = 6.2445 / 4.3629 eV
HOMO level (spin up / spin down) = -14.10 / -14.08 eV
2S+1 = 2
net charge = +2
LUMO level (spin up / spin down) = -0.2886 / -0.3572 hartree
energy = -38792.2945 eV

Element x y z (Å)
Hg (1.409, 0.278, -4.428)
Nb (0.064, -0.166, -1.042)
O (-0.347, -0.128, 0.872)
O (3.664, -0.362, 1.198)
N (0.097, 1.582, -1.953)
N (-0.667, -1.546, -2.339)
N (2.025, -0.236, -0.553)
C (0.322, -3.140, -0.786)
C (-1.523, 0.233, 4.773)
C (-0.577, -1.155, 3.025)
C (-1.514, -3.853, -2.318)
C (1.202, -2.901, 3.387)
C (0.277, 3.912, -1.164)
C (-1.546, -1.322, -3.502)
C (-0.083, 2.508, 2.081)
C (-1.128, -3.593, 2.719)
C (-0.538, 3.830, 2.702)
C (1.446, 2.469, 2.018)
C (-1.162, -1.017, 4.286)
C (2.223, 2.777, -2.184)
C (0.245, 3.414, -3.578)
C (-0.484, -0.001, 2.218)
C (-0.051, -2.514, 2.598)
C (-1.251, 1.380, 4.034)
C (-0.629, 1.285, 2.792)
C (-1.419, 1.604, -1.902)
C (-0.283, -2.953, -2.163)
C (2.865, -0.291, 0.329)
C (0.705, 2.891, -2.219)
C (0.744, -3.328, -3.236)
H (-0.840, 3.560, -3.602)
H (2.577, 2.336, -1.242)
H (0.512, 3.554, -0.154)
H (-2.609, -1.364, -3.212)
H (0.828, 4.848, -1.333)
H (1.068, -4.365, -3.062)
H (-1.239, -4.873, -2.020)
H (-1.994, 0.318, 5.751)
H (0.316, -3.265, -4.244)
H (-1.317, -1.914, 4.890)
H (0.515, 2.726, -4.392)
H (-2.334, -3.512, -1.675)
H (0.980, -2.953, 4.463)
H (-2.043, -3.304, 2.182)
H (-1.348, -2.098, -4.255)
H (-0.794, 4.136, -1.229)
H (-1.397, -3.760, 3.771)
H (1.630, -2.681, -3.194)
H (-1.795, 2.498, -1.383)
H (-1.832, 1.590, -2.918)
H (-0.209, 4.675, 2.083)
H (-1.629, 3.874, 2.785)
H (-0.765, -4.539, 2.298)
H (2.644, 3.792, -2.290)
H (1.853, 2.407, 3.041)
H (1.997, -2.159, 3.235)
H (1.813, 1.597, 1.469)
H (-1.848, 0.723, -1.337)
H (1.860, 3.375, 1.554)
H (1.581, -3.879, 3.064)
H (-1.495, 2.361, 4.440)
H (2.610, 2.167, -3.015)
H (-1.357, -0.349, -3.977)
H (1.072, -2.355, -0.554)
H (-0.483, 2.468, 1.054)
H (-0.099, 3.957, 3.702)
H (-0.470, -3.178, -0.026)
H (-1.871, -3.895, -3.353)
H (0.839, -4.109, -0.752)
H (0.246, -2.442, 1.545)
H (0.743, 4.374, -3.772)